Entry 1:
C28H55O2Si4Sm | ωB97M-V/def2-TZVPD

As for the LUMO energy (alpha / beta): 0.022 / 0.026 eV. The value obtained for the HOMO energy (alpha / beta) is -5.839 / -5.823 eV. The calculation puts the strongest force on any atom at 2.63 eV Å⁻¹. Its spin multiplicity is 6. The value obtained for the molar mass is 686.5 g mol⁻¹. The total energy is -83438.1536 eV.

Structure (XYZ):
```
90
C28H55O2Si4Sm | the Open Molecules 2025 dataset | ωB97M-V/def2-TZVPD
O 0.534 0.263 -6.824
C 0.357 1.572 -7.471
C 0.273 1.029 -8.874
H 1.226 2.210 -7.285
H -0.566 2.071 -7.151
C 0.402 -0.331 -8.146
H 1.140 1.267 -9.488
H -0.681 1.194 -9.368
C 1.641 -1.087 -8.565
H 2.525 -0.451 -8.463
H 1.512 -1.347 -9.623
H 1.756 -2.007 -7.980
C -0.843 -1.172 -8.297
H -1.742 -0.608 -8.029
H -0.785 -2.092 -7.706
H -0.917 -1.446 -9.356
Sm 0.199 0.018 -0.377
C -2.054 -0.605 0.750
C -2.054 0.821 0.872
C -2.212 1.380 -0.432
H -2.025 1.373 1.813
C -2.341 0.303 -1.357
C -2.225 -0.924 -0.631
H -2.339 -1.924 -1.046
H -1.984 -1.299 1.583
H -2.319 2.449 -0.663
H -2.638 0.401 -2.403
C 1.381 -1.924 0.885
C 0.393 -2.520 0.056
C 0.758 -2.305 -1.307
H -0.467 -3.095 0.405
C 1.993 -1.578 -1.324
C 2.389 -1.353 0.034
H 3.308 -0.876 0.375
H 1.402 -1.939 1.973
H 0.236 -2.710 -2.173
H 2.570 -1.315 -2.212
O 0.585 0.911 -2.440
C 0.030 -0.049 -3.416
C -0.624 0.838 -4.449
H -0.676 -0.758 -2.946
H 0.866 -0.627 -3.847
C 0.384 1.994 -4.526
H -1.601 1.212 -4.098
H -0.759 0.297 -5.386
C 0.747 2.237 -3.087
H -0.014 2.866 -5.041
H 1.271 1.657 -5.079
H 0.056 2.940 -2.610
H 1.784 2.554 -2.928
C -1.926 0.939 4.853
Si -0.107 0.425 4.838
C 0.638 0.966 6.497
C -0.048 -1.463 4.714
Si 1.023 1.309 2.988
Si 0.637 3.606 3.054
C 1.157 4.422 4.679
C 1.628 4.357 1.632
C -1.183 4.011 2.770
Si 3.271 1.055 3.584
C 3.806 1.998 5.132
C 3.641 -0.771 3.898
C 4.282 1.644 2.104
H -2.384 0.530 5.767
H -2.469 0.527 3.991
H -2.055 2.030 4.872
H -0.097 0.724 7.281
H 1.563 0.418 6.720
H 0.839 2.043 6.546
H -0.347 -1.814 3.716
H 0.944 -1.870 4.950
H -0.768 -1.870 5.442
H 2.247 4.532 4.751
H 0.710 5.428 4.682
H 0.794 3.887 5.564
H 1.290 3.956 0.665
H 1.454 5.444 1.642
H 2.706 4.174 1.729
H -1.534 3.639 1.797
H -1.840 3.617 3.555
H -1.277 5.108 2.766
H 3.123 1.861 5.981
H 4.792 1.601 5.426
H 3.913 3.074 4.934
H 3.536 -1.375 2.988
H 4.686 -0.844 4.238
H 3.002 -1.202 4.681
H 3.834 1.349 1.143
H 4.399 2.738 2.110
H 5.285 1.193 2.174
```

---

Entry 2:
C17H42F9O16S10Zn | ωB97M-V/def2-TZVPD

Its charge is -1. As for the LUMO energy: 1.399 eV. The value obtained for the HOMO energy is -6.628 eV. The calculation puts the strongest force on any atom at 2.23 eV Å⁻¹. The value obtained for the molar mass is 1059.5 g mol⁻¹. The total energy is -232297.4595 eV.

Structure (XYZ):
```
95
C17H42F9O16S10Zn | the Open Molecules 2025 dataset | ωB97M-V/def2-TZVPD
Zn -2.337 0.065 2.237
C -5.111 -0.400 -0.930
F -4.296 0.658 -0.914
F -6.364 0.047 -1.128
F -4.785 -1.198 -1.957
S -5.039 -1.325 0.686
O -6.094 -0.819 1.478
O -5.100 -2.715 0.302
O -3.711 -0.927 1.155
C -2.533 4.117 1.144
F -1.376 3.464 0.970
F -2.210 5.300 1.720
F -3.102 4.379 -0.018
S -3.633 3.170 2.291
O -3.233 1.795 1.978
O -3.196 3.553 3.612
O -4.947 3.546 1.917
C 1.100 0.906 -0.437
F 1.209 2.215 -0.467
F 1.914 0.422 -1.396
F 1.570 0.436 0.726
S -0.599 0.292 -0.726
O -0.498 -0.985 -1.387
O -1.153 0.196 0.618
O -1.230 1.320 -1.492
C 5.688 4.300 2.053
S 5.323 4.349 0.278
O 6.615 4.014 -0.372
C 4.319 2.868 0.285
H 4.735 4.364 2.573
H 6.389 5.109 2.251
H 6.230 3.379 2.269
H 4.743 2.014 0.817
H 4.065 2.592 -0.736
H 3.403 3.045 0.859
C 2.587 -2.809 -5.580
S 3.455 -2.532 -4.007
O 3.792 -1.089 -3.933
C 2.049 -2.782 -2.908
H 1.506 -2.844 -5.489
H 3.012 -3.722 -5.998
H 2.891 -1.998 -6.240
H 2.471 -3.069 -1.944
H 1.345 -3.541 -3.244
H 1.535 -1.825 -2.797
C -3.500 -5.434 -0.147
S -1.901 -5.358 -0.912
O -1.871 -6.343 -2.026
C -2.117 -3.754 -1.682
H -3.544 -6.346 0.451
H -4.331 -5.440 -0.855
H -3.699 -4.585 0.510
H -2.208 -2.978 -0.923
H -3.064 -3.768 -2.227
H -1.312 -3.587 -2.391
C 0.673 -2.662 3.758
S -0.669 -3.037 2.666
O -1.413 -1.774 2.438
C 0.344 -3.162 1.192
H 1.340 -3.526 3.737
H 0.289 -2.611 4.782
H 1.191 -1.723 3.577
H 1.197 -2.490 1.321
H -0.186 -2.894 0.281
H 0.761 -4.167 1.092
C 6.088 -1.493 2.219
S 4.572 -2.025 1.411
O 3.455 -1.519 2.261
C 4.656 -0.822 0.052
H 6.614 -2.324 2.689
H 5.969 -0.646 2.893
H 6.799 -1.144 1.464
H 5.584 -0.264 0.024
H 3.818 -0.171 0.307
H 4.368 -1.183 -0.937
C 0.115 3.136 3.818
S -0.913 1.926 4.612
O -1.100 0.860 3.570
C 0.331 1.261 5.710
H -0.398 3.746 3.085
H 1.032 2.605 3.560
H 0.446 3.855 4.584
H -0.104 0.347 6.114
H 0.505 1.987 6.499
H 1.219 0.965 5.148
C -3.804 2.513 -3.930
S -3.012 3.084 -5.430
O -2.564 1.868 -6.156
C -4.539 3.546 -6.233
H -4.362 3.345 -3.499
H -3.033 2.197 -3.226
H -4.444 1.668 -4.178
H -4.985 4.429 -5.759
H -5.290 2.758 -6.154
H -4.398 3.800 -7.281
```

---

Entry 3:
CH4NO2 | ωB97M-V/def2-TZVPD

Its charge is +1. As for the LUMO energy (alpha / beta): -7.092 / -7.092 eV. The value obtained for the HOMO energy (alpha / beta) is -17.006 / -17.005 eV. The calculation puts the strongest force on any atom at 4.79 eV Å⁻¹. The value obtained for the molar mass is 62.0 g mol⁻¹. The total energy is -6671.3692 eV.

Structure (XYZ):
```
8
CH4NO2 | the Open Molecules 2025 dataset | ωB97M-V/def2-TZVPD
C -0.127 -1.512 -0.202
N 0.830 0.285 -0.176
O 0.306 2.496 0.241
O 0.005 1.050 0.150
H 0.457 -2.273 0.292
H -0.090 -1.523 -1.330
H -1.042 -1.313 0.181
H -0.340 2.791 0.845
```

---

Entry 4:
C26H19ClN4O2PdS2 | ωB97M-V/def2-TZVPD

As for the LUMO energy (alpha / beta): -2.717 / -2.718 eV. The value obtained for the HOMO energy (alpha / beta) is -7.891 / -7.891 eV. The calculation puts the strongest force on any atom at 1.39 eV Å⁻¹. The value obtained for the molar mass is 625.5 g mol⁻¹. The total energy is -74996.6192 eV.

Structure (XYZ):
```
55
C26H19ClN4O2PdS2 | the Open Molecules 2025 dataset | ωB97M-V/def2-TZVPD
Pd 0.285 0.039 -0.070
O 4.223 0.156 0.294
C 3.164 0.580 -0.114
O 2.208 -0.210 -0.547
C 2.888 2.046 -0.267
C 3.772 2.949 0.308
C 3.587 4.312 0.164
C 2.502 4.781 -0.564
C 1.599 3.898 -1.130
C 1.792 2.522 -0.994
S 0.593 1.506 -1.820
H 4.607 2.546 0.866
H 4.278 5.008 0.621
H 2.345 5.846 -0.682
H 0.751 4.276 -1.685
C -3.831 0.189 1.258
C -2.454 0.145 1.196
N -1.796 0.250 0.030
C -2.498 0.431 -1.088
C -3.883 0.533 -1.106
C -4.558 0.372 0.093
C -4.577 0.767 -2.390
C -4.316 1.745 -3.258
C -3.424 2.906 -3.061
C -2.961 3.626 -4.157
C -2.132 4.703 -3.900
N -1.795 5.065 -2.666
C -2.312 4.328 -1.687
N -3.107 3.277 -1.817
H -4.318 0.086 2.217
H -1.852 0.021 2.086
H -1.937 0.514 -2.009
H -5.639 0.420 0.121
H -5.346 0.049 -2.653
H -4.830 1.725 -4.213
H -3.228 3.350 -5.168
H -1.723 5.297 -4.709
H -2.053 4.614 -0.673
Cl 4.884 -3.717 2.731
C 3.431 -3.279 1.919
C 3.405 -3.326 0.521
C 2.262 -2.957 -0.133
C 1.126 -2.547 0.596
C -0.050 -2.086 -0.054
C 1.175 -2.532 2.003
C 2.329 -2.889 2.667
H 4.296 -3.612 -0.019
H 2.236 -2.936 -1.214
H -0.947 -2.047 0.557
H -0.199 -2.307 -1.105
H 0.314 -2.207 2.576
H 2.383 -2.854 3.745
S -0.211 -0.347 4.448
C 0.180 0.434 3.064
N 0.463 0.973 2.059
```

---

Entry 5:
C5H8N2 | ωB97M-V/def2-TZVPD

As for the LUMO energy: 0.923 eV. The value obtained for the HOMO energy is -9.919 eV. The calculation puts the strongest force on any atom at 1.13 eV Å⁻¹. The SMILES is C[C@H]1CN1CC#N. The value obtained for the molar mass is 96.1 g mol⁻¹. The total energy is -8293.2961 eV.

Structure (XYZ):
```
15
C5H8N2 | the Open Molecules 2025 dataset | ωB97M-V/def2-TZVPD
C 1.648 0.810 0.906
C 0.517 0.613 -0.076
C 0.582 -0.112 -1.375
N 0.013 -0.745 -0.200
C -1.423 -0.925 -0.273
C -2.069 -0.657 1.021
N -2.593 -0.417 2.024
H 2.304 -0.066 0.925
H 1.229 0.939 1.912
H 2.246 1.698 0.676
H -0.226 1.415 -0.067
H -0.151 0.211 -2.119
H 1.486 -0.549 -1.788
H -1.880 -0.268 -1.032
H -1.628 -1.960 -0.568
```

---

Entry 6:
C3H9N5O | ωB97M-V/def2-TZVPD

As for the LUMO energy (alpha / beta): 0.639 / 0.639 eV. The value obtained for the HOMO energy (alpha / beta) is -6.286 / -6.285 eV. The calculation puts the strongest force on any atom at 1.37 eV Å⁻¹. The value obtained for the molar mass is 131.1 g mol⁻¹. The total energy is -12750.6352 eV.

Structure (XYZ):
```
18
C3H9N5O | the Open Molecules 2025 dataset | ωB97M-V/def2-TZVPD
C -1.552 0.175 -0.453
N -0.847 -0.645 0.468
C 1.444 0.212 0.030
C -1.090 1.309 0.381
N -1.128 -2.027 0.360
N 1.498 0.207 -1.356
N 0.631 1.323 0.562
N 2.174 -0.377 0.883
O -1.613 2.278 0.845
H -2.138 -2.223 0.329
H -0.789 -2.514 1.184
H 2.293 -0.304 -1.713
H 0.644 -0.092 -1.814
H 0.942 2.214 0.174
H 0.730 1.291 1.576
H 2.762 -1.096 0.472
H -1.307 0.165 -1.553
H -2.652 0.105 -0.376
```